<a>
Entry from the Open Molecules 2025 dataset: a 7-piece molecular cluster, C24H38O24 overall (wB97M-V/def2-TZVPD).

## Properties
LUMO energy: -0.10 eV
Orbital gap: 7.25 eV
Molecular weight: 710.54 g mol⁻¹

Geometry as ORCA input:
```
! RIJCOSX wB97M-V def2-TZVPD def2/J DEFGRID3
* xyz 0 1
C -1.613 -2.560 2.970
C -0.888 -1.721 2.042
O -0.299 -2.612 1.164
C -0.625 -3.897 1.484
O -0.406 -4.875 0.802
O -1.286 -3.842 2.632
H -2.694 -2.463 2.870
H -1.329 -2.259 3.979
H -0.024 -1.305 2.561
H -1.536 -1.031 1.503
C -0.209 -1.212 -5.982
C 0.944 -2.104 -5.578
O 1.059 -1.913 -4.208
C -0.001 -1.348 -3.697
O -0.294 -1.321 -2.536
O -0.773 -0.883 -4.703
H -0.931 -1.867 -6.471
H 0.081 -0.354 -6.589
H 1.846 -1.687 -6.026
H 0.809 -3.178 -5.702
C 1.068 -0.424 0.752
C 0.831 1.021 0.469
O -0.378 1.005 -0.295
C -0.619 -0.149 -0.763
O -1.475 -0.295 -1.651
O 0.324 -1.110 -0.251
H 0.661 -0.641 1.739
H 2.143 -0.585 0.671
H 1.674 1.658 0.201
H 0.436 1.419 1.403
C -1.337 3.113 -1.571
C -0.044 3.219 -0.776
O 0.556 4.350 -1.321
C -0.015 4.506 -2.565
O 0.410 5.206 -3.495
O -1.062 3.697 -2.763
H -2.105 3.747 -1.126
H -1.618 2.067 -1.693
H 0.608 2.354 -0.650
H -0.287 3.426 0.266
C -0.862 0.082 5.173
C -0.497 1.315 4.423
O 0.685 0.946 3.813
C 0.652 -0.434 3.652
O 1.508 -1.069 3.047
O -0.280 -0.990 4.442
H -1.931 -0.132 5.180
H -0.550 0.309 6.192
H -0.466 2.162 5.109
H -1.263 1.488 3.667
C -0.411 4.126 3.314
O 0.549 3.919 2.321
C 1.524 3.037 2.507
O 1.915 2.638 3.595
O 2.139 2.774 1.368
C 3.270 1.816 1.323
H -0.829 3.244 3.798
H -1.237 4.604 2.787
H -0.145 4.881 4.054
H 3.947 1.888 0.471
H 2.823 0.827 1.419
H 3.986 1.991 2.126
C 4.592 0.314 -0.424
O 3.414 0.984 -0.748
C 2.861 0.991 -1.932
O 3.375 0.811 -3.003
O 1.624 1.280 -1.757
C 0.594 1.073 -2.714
H 5.281 0.070 -1.232
H 4.305 -0.605 0.089
H 5.143 0.744 0.413
H -0.016 0.185 -2.547
H 0.894 1.153 -3.759
H -0.260 1.697 -2.452
C -2.399 -1.669 -2.036
O -2.881 -3.002 -1.996
C -3.439 -3.544 -0.845
O -3.736 -2.962 0.182
O -3.406 -4.872 -1.037
C -3.734 -5.696 0.051
H -3.104 -0.914 -1.687
H -2.175 -1.239 -3.012
H -1.439 -1.614 -1.523
H -3.910 -5.182 0.996
H -2.967 -6.471 0.050
H -4.744 -6.105 0.043
*
```

Mulliken atomic charge list, values in e, 2 entries: -0.060, 0.697

---

<b>
Entry from the Open Molecules 2025 dataset: a 8-piece molecular cluster, C24H38O24 overall (wB97M-V/def2-TZVPD).

## Properties
SMILES: COC(=O)OC.COC(=O)OC.COC(=O)OC.O=C1OCCO1.O=C1OCCO1.O=C1OCCO1.O=C1OCCO1.O=C1OCCO1
LUMO energy: 0.43 eV
Orbital gap: 11.20 eV
Molecular weight: 710.54 g mol⁻¹

Geometry as ORCA input:
```
! RIJCOSX wB97M-V def2-TZVPD def2/J DEFGRID3
* xyz 0 1
C 4.534 5.209 -1.116
C 4.382 3.766 -1.656
O 3.920 3.031 -0.521
C 3.639 3.876 0.501
O 3.097 3.569 1.510
O 3.993 5.139 0.186
H 3.968 5.908 -1.732
H 5.575 5.523 -1.143
H 5.368 3.392 -1.949
H 3.745 3.575 -2.513
C 5.845 -1.166 -1.651
C 4.805 -1.028 -0.529
O 3.719 -0.394 -1.209
C 4.194 0.249 -2.295
O 3.554 0.967 -2.992
O 5.467 -0.120 -2.546
H 5.855 -2.110 -2.196
H 6.849 -1.030 -1.250
H 5.211 -0.418 0.273
H 4.420 -1.998 -0.230
C 1.143 -3.615 3.754
C 0.396 -2.825 4.839
O 1.165 -1.594 4.873
C 2.309 -1.738 4.172
O 3.126 -0.884 4.069
O 2.405 -2.974 3.645
H 0.582 -3.571 2.823
H 1.265 -4.666 4.003
H 0.502 -3.260 5.830
H -0.619 -2.584 4.549
C 0.640 1.193 1.841
C 1.794 0.668 0.997
O 1.358 -0.637 0.599
C 0.030 -0.749 0.807
O -0.638 -1.672 0.441
O -0.473 0.409 1.265
H 0.344 2.204 1.612
H 0.696 0.920 2.890
H 2.680 0.579 1.619
H 1.986 1.343 0.166
C -1.304 1.915 -2.951
C 0.144 2.120 -2.460
O 0.152 3.476 -1.979
C -1.055 4.062 -2.186
O -1.324 5.165 -1.849
O -1.892 3.214 -2.808
H -1.854 1.226 -2.318
H -1.338 1.686 -4.013
H 0.889 2.085 -3.251
H 0.418 1.434 -1.662
C -2.507 -3.633 1.910
O -1.517 -4.531 2.433
C -1.885 -5.798 2.601
O -2.988 -6.263 2.533
O -0.783 -6.498 2.880
C -0.953 -7.904 2.969
H -2.354 -3.440 0.857
H -2.461 -2.742 2.530
H -3.505 -4.053 2.045
H -0.026 -8.395 3.227
H -1.348 -8.272 2.018
H -1.742 -8.130 3.691
C -1.736 3.714 1.239
O -2.987 4.060 0.608
C -3.686 3.035 0.150
O -3.232 1.977 -0.217
O -4.981 3.346 0.186
C -5.874 2.330 -0.227
H -1.366 4.632 1.678
H -1.019 3.326 0.519
H -2.030 2.956 1.964
H -6.872 2.742 -0.117
H -5.804 1.433 0.395
H -5.700 1.979 -1.241
C -2.422 -1.747 -2.028
O -2.607 -1.887 -3.431
C -3.033 -0.874 -4.187
O -2.954 -0.896 -5.380
O -3.512 0.141 -3.454
C -4.039 1.210 -4.220
H -3.358 -1.639 -1.472
H -1.822 -0.875 -1.774
H -1.927 -2.645 -1.675
H -4.454 1.936 -3.530
H -4.887 0.901 -4.842
H -3.299 1.632 -4.896
*
```

Mulliken atomic charge list, values in e, 2 entries: -0.320, -0.311

---

Which structure loses on stability? <a> does.

---

<a>
Entry from the Open Molecules 2025 dataset: a 2-piece molecular cluster, C4H9O3 overall (wB97M-V/def2-TZVPD).

## Properties
LUMO energy: 3.78 eV
Orbital gap: 7.25 eV
Molecular weight: 105.11 g mol⁻¹

Geometry as ORCA input:
```
! RIJCOSX wB97M-V def2-TZVPD def2/J DEFGRID3
* xyz -1 1
O -2.051 0.210 -1.990
C -0.874 -0.158 -2.083
C 0.119 -0.138 -0.977
C -0.234 0.866 0.096
C 0.975 1.096 1.015
O 1.435 -0.014 1.631
H -0.526 -0.703 -2.982
H -0.647 -1.071 -0.969
H 1.142 -0.447 -1.134
H -1.090 0.503 0.680
H -0.590 1.790 -0.373
H 0.711 1.916 1.721
H 1.757 1.546 0.327
H -0.863 -1.973 1.786
H 0.660 -1.278 1.652
O 0.076 -2.144 1.602
*
```

Mulliken atomic charge list, values in e, 2 entries: -0.588, -0.250

---

<b>
Entry from the Open Molecules 2025 dataset: a 2-piece molecular cluster, C4H9O3 overall (wB97M-V/def2-TZVPD).

## Properties
LUMO energy: 4.03 eV
Orbital gap: 8.23 eV
Molecular weight: 105.11 g mol⁻¹

Geometry as ORCA input:
```
! RIJCOSX wB97M-V def2-TZVPD def2/J DEFGRID3
* xyz -1 1
C 0.819 -0.723 -1.233
C 2.111 -0.279 -0.549
C -0.017 0.581 -1.546
O -0.991 0.763 -0.772
O 0.336 1.210 -2.553
H 0.988 -1.205 -2.175
H 0.205 -1.316 -0.556
H 2.508 0.578 -1.098
H 2.898 -1.040 -0.503
H 1.941 0.039 0.475
C -1.753 -0.085 1.886
O -2.339 1.204 1.864
H -1.931 1.620 1.081
H -0.935 -0.169 1.192
H -1.332 -0.346 2.868
H -2.509 -0.830 1.619
*
```

Mulliken atomic charge list, values in e, 2 entries: -0.341, -1.054

---

<c>
Entry from the Open Molecules 2025 dataset: a 2-piece molecular cluster, C4H9O3 overall (wB97M-V/def2-TZVPD).

## Properties
LUMO energy: 4.10 eV
Orbital gap: 8.52 eV
Molecular weight: 105.11 g mol⁻¹

Geometry as ORCA input:
```
! RIJCOSX wB97M-V def2-TZVPD def2/J DEFGRID3
* xyz -1 1
C 1.654 -2.295 -1.460
C 1.669 -0.778 -1.182
O 0.801 -0.338 -0.382
O 2.622 -0.159 -1.685
H 2.513 -2.661 -0.880
H 1.866 -2.515 -2.504
H 0.754 -2.807 -1.145
C -1.073 1.691 1.573
C -2.084 0.945 0.696
O 0.140 1.899 0.888
H -1.500 2.684 1.759
H -0.854 1.183 2.521
H -2.753 0.247 1.202
H 0.427 1.030 0.476
H -1.585 0.213 0.059
H -2.597 1.660 0.063
*
```

Mulliken atomic charge list, values in e, 2 entries: -0.894, 0.527

---

<d>
Entry from the Open Molecules 2025 dataset: a 2-piece molecular cluster, C4H9O3 overall (wB97M-V/def2-TZVPD).

## Properties
LUMO energy: 3.93 eV
Orbital gap: 8.53 eV
Molecular weight: 105.11 g mol⁻¹

Geometry as ORCA input:
```
! RIJCOSX wB97M-V def2-TZVPD def2/J DEFGRID3
* xyz -1 1
O 0.789 0.678 1.540
C -0.302 0.767 0.910
O -1.275 1.433 1.194
C -0.438 -0.406 -0.095
C -0.743 0.284 -1.472
C -0.471 -0.580 -2.740
H -1.429 -0.916 0.101
H 0.279 -1.242 -0.326
H -0.099 1.111 -1.351
H -1.799 0.441 -1.548
H 0.612 -0.754 -2.817
H -0.986 -1.544 -2.620
H -0.844 -0.008 -3.679
H 1.435 -0.756 1.401
H 2.786 -1.057 0.928
O 2.003 -1.612 1.087
*
```

Mulliken atomic charge list, values in e, 2 entries: -0.809, 0.508

---

Which structure loses on stability? <a> does.

---

<a>
Entry from the Open Molecules 2025 dataset: C29H22BCl5IN8O2Ti as an isolated structure (wB97M-V/def2-TZVPD).

## Properties
LUMO energy (spin up / spin down): -1.21 / -1.33 eV
Orbital gap (spin up / spin down): 7.09 / 7.08 eV
Molecular weight: 877.40 g mol⁻¹
Expectation value of S²: 0.76

Geometry as ORCA input:
```
! RIJCOSX wB97M-V def2-TZVPD def2/J DEFGRID3
* xyz 0 2
Ti -0.412 0.160 0.679
C -2.064 -2.817 -2.159
C -1.159 -1.816 -1.816
N -1.485 -1.280 -0.636
N -2.588 -1.919 -0.209
C -2.961 -2.843 -1.109
B -3.282 -1.645 1.146
N -3.531 -0.147 1.348
C -4.673 0.465 1.709
C -4.375 1.774 2.030
C -2.993 1.880 1.840
N -2.500 0.710 1.439
N -2.322 -2.109 2.259
C -2.397 -3.210 3.025
C -1.255 -3.275 3.797
C -0.522 -2.144 3.417
N -1.173 -1.443 2.494
H -2.075 -3.422 -3.051
H -0.324 -1.441 -2.380
H -3.834 -3.452 -0.936
H -4.317 -2.251 1.182
H -5.607 -0.075 1.712
H -5.059 2.544 2.349
H -2.351 2.734 1.955
H -3.256 -3.861 2.969
H -0.998 -4.022 4.529
H 0.448 -1.820 3.763
C 1.666 -4.143 0.634
C 1.957 -3.135 -0.434
N 2.548 -3.496 -1.540
C 2.770 -2.591 -2.531
C 2.450 -1.268 -2.440
C 2.792 -0.355 -3.593
O 4.188 -0.299 -3.861
C 1.848 -0.825 -1.226
C 1.870 0.536 -0.851
N 1.573 0.959 0.358
C 2.374 1.938 0.982
C 3.402 2.626 0.344
C 4.195 3.527 1.039
C 3.998 3.729 2.396
C 2.998 3.033 3.055
C 2.196 2.150 2.357
I 0.623 1.150 3.301
C 1.489 -1.788 -0.231
O 0.773 -1.505 0.785
H 2.047 -5.115 0.332
H 0.588 -4.200 0.811
H 2.120 -3.842 1.582
H 3.248 -2.977 -3.426
H 2.385 0.648 -3.448
H 2.334 -0.745 -4.500
H 4.665 -0.172 -3.036
H 2.312 1.216 -1.575
H 3.590 2.468 -0.711
H 4.978 4.064 0.519
H 4.621 4.424 2.947
H 2.837 3.187 4.115
Cl -3.147 0.582 -2.170
C -1.943 1.829 -2.069
C -1.107 1.934 -0.937
C -0.570 3.223 -0.813
Cl 0.023 3.718 0.752
C -0.567 4.205 -1.802
Cl 0.217 5.717 -1.559
C -1.221 3.943 -2.993
Cl -1.187 5.088 -4.276
C -1.962 2.773 -3.107
Cl -2.908 2.514 -4.522
*
```

Mulliken atomic charge list, values in e, 2 entries: -0.498, -1.465

---

<b>
Entry from the Open Molecules 2025 dataset: C29H22BCl5IN8O2Ti as an isolated structure (wB97M-V/def2-TZVPD).

## Properties
LUMO energy (spin up / spin down): -0.55 / -0.81 eV
Orbital gap (spin up / spin down): 7.77 / 7.75 eV
Molecular weight: 877.40 g mol⁻¹
Expectation value of S²: 0.75

Geometry as ORCA input:
```
! RIJCOSX wB97M-V def2-TZVPD def2/J DEFGRID3
* xyz 0 2
Ti 0.198 0.447 0.166
C -0.154 3.478 -3.167
C -0.762 2.402 -2.514
N 0.150 1.626 -1.942
N 1.351 2.176 -2.209
C 1.196 3.285 -2.947
B 2.650 1.469 -1.762
N 2.963 1.702 -0.270
C 3.890 2.499 0.277
C 3.870 2.322 1.648
C 2.871 1.370 1.855
N 2.339 0.995 0.697
N 2.449 -0.037 -1.993
C 3.109 -0.822 -2.853
C 2.549 -2.084 -2.819
C 1.528 -1.974 -1.877
N 1.465 -0.740 -1.387
H -0.623 4.265 -3.730
H -1.807 2.151 -2.431
H 2.057 3.840 -3.280
H 3.564 1.879 -2.421
H 4.508 3.120 -0.349
H 4.494 2.798 2.382
H 2.507 0.938 2.773
H 3.924 -0.420 -3.428
H 2.840 -2.950 -3.385
H 0.824 -2.721 -1.556
C 0.482 4.890 0.901
C -0.933 4.424 0.781
N -1.918 5.288 0.816
C -3.185 4.846 0.703
C -3.531 3.528 0.539
C -4.982 3.140 0.445
O -5.391 2.281 1.506
C -2.483 2.575 0.482
C -2.786 1.168 0.323
N -1.933 0.232 0.068
C -2.472 -1.101 0.118
C -2.869 -1.595 1.358
C -3.326 -2.897 1.468
C -3.390 -3.700 0.338
C -3.019 -3.201 -0.898
C -2.554 -1.895 -1.019
I -2.062 -1.148 -2.889
C -1.171 3.028 0.618
O -0.140 2.229 0.612
H 0.503 5.967 1.041
H 1.043 4.621 0.003
H 0.980 4.391 1.735
H -3.956 5.608 0.743
H -5.191 2.586 -0.472
H -5.592 4.048 0.419
H -5.182 2.717 2.340
H -3.833 0.893 0.441
H -2.779 -0.958 2.228
H -3.619 -3.283 2.434
H -3.739 -4.721 0.412
H -3.095 -3.821 -1.781
Cl -0.346 2.020 3.566
C -0.122 0.284 3.535
C 0.049 -0.371 2.319
C 0.184 -1.744 2.444
Cl 0.352 -2.671 0.960
C 0.165 -2.459 3.636
Cl 0.321 -4.173 3.668
C 0.000 -1.750 4.822
Cl -0.031 -2.580 6.328
C -0.146 -0.364 4.772
Cl -0.358 0.506 6.243
*
```

Mulliken atomic charge list, values in e, 2 entries: -0.890, -1.333

---

Which structure loses on stability? <a> does.

---

<a>
Entry from the Open Molecules 2025 dataset: one molecule with the formula C5H14N3 (wB97M-V/def2-TZVPD).

## Properties
LUMO energy (spin up / spin down): 0.87 / 0.76 eV
Orbital gap (spin up / spin down): 4.40 / 10.04 eV
Molecular weight: 116.19 g mol⁻¹
Expectation value of S²: 0.75

Geometry as ORCA input:
```
! RIJCOSX wB97M-V def2-TZVPD def2/J DEFGRID3
* xyz 0 2
C 2.292 0.480 1.407
C 1.258 0.844 0.362
C 0.358 -0.352 -0.019
C -1.088 -0.182 0.487
N -3.264 -1.024 -1.199
C -2.618 -1.800 -0.277
N -1.701 -1.497 0.545
N 1.915 1.446 -0.862
H 2.679 -0.529 1.296
H 1.837 0.553 2.401
H 3.125 1.172 1.409
H 0.540 1.596 0.669
H 0.327 -0.562 -1.085
H 0.702 -1.262 0.461
H -1.604 0.596 -0.093
H -1.044 0.178 1.508
H -3.094 -0.043 -1.326
H -3.802 -1.509 -1.893
H -3.014 -2.802 -0.192
H 1.224 1.956 -1.486
H 2.722 2.068 -0.636
H 2.249 0.672 -1.476
*
```

Mulliken atomic charge list, values in e, 2 entries: -1.248, -0.654

---

<b>
Entry from the Open Molecules 2025 dataset: a 2-piece molecular cluster, C5H14N3 overall (wB97M-V/def2-TZVPD).

## Properties
LUMO energy (spin up / spin down): 1.01 / 0.97 eV
Orbital gap (spin up / spin down): 5.17 / 9.63 eV
Molecular weight: 116.19 g mol⁻¹
Expectation value of S²: 0.75

Geometry as ORCA input:
```
! RIJCOSX wB97M-V def2-TZVPD def2/J DEFGRID3
* xyz 0 2
N -0.212 -1.449 -0.118
C -1.380 -0.589 0.108
C -2.506 -0.103 2.295
C -2.144 -0.983 1.364
H -0.251 -1.863 -1.040
H -0.243 -2.251 0.502
H -2.073 -0.613 -0.743
H -1.071 0.453 0.220
H -2.969 -0.376 3.233
H -2.205 0.939 2.268
H -2.443 -2.021 1.501
C 1.618 1.021 -2.546
N 1.467 1.358 -1.142
C 1.936 0.545 -0.152
N 1.646 0.583 1.202
H 1.471 1.918 -3.145
H 0.870 0.275 -2.836
H 2.607 0.591 -2.716
H 0.877 2.138 -0.918
H 2.596 -0.278 -0.396
H 0.764 1.040 1.428
H 1.646 -0.335 1.631
*
```

Mulliken atomic charge list, values in e, 2 entries: -0.426, -0.239

---

Which structure loses on stability? <a> does.

---

<a>
Entry from the Open Molecules 2025 dataset: a 2-piece molecular cluster, C2NO4S overall (wB97M-V/def2-TZVPD).

## Properties
LUMO energy (spin up / spin down): 3.24 / 3.26 eV
Orbital gap (spin up / spin down): 6.98 / 7.00 eV
Molecular weight: 134.09 g mol⁻¹

Geometry as ORCA input:
```
! RIJCOSX wB97M-V def2-TZVPD def2/J DEFGRID3
* xyz -1 1
C -0.847 -1.097 -0.125
C 1.634 0.639 0.095
N -1.645 0.300 0.356
O 1.508 0.372 1.207
O -1.225 -2.016 0.523
O -0.048 -0.899 -1.051
O 1.923 0.908 -0.981
S -1.300 1.792 -0.023
*
```

Mulliken atomic charge list, values in e, 2 entries: 0.632, 0.745

---

<b>
Entry from the Open Molecules 2025 dataset: C2NO4S as an isolated structure (wB97M-V/def2-TZVPD).

## Properties
LUMO energy (spin up / spin down): 2.19 / 2.19 eV
Orbital gap (spin up / spin down): 6.96 / 6.96 eV
Molecular weight: 134.09 g mol⁻¹

Geometry as ORCA input:
```
! RIJCOSX wB97M-V def2-TZVPD def2/J DEFGRID3
* xyz -1 1
C 0.181 1.514 0.123
C -0.705 -1.099 0.053
N 0.542 -0.407 0.055
O -1.027 -1.603 1.084
O 0.905 1.921 0.995
O -0.589 1.717 -0.712
O -1.194 -1.064 -1.088
S 1.886 -0.977 -0.510
*
```

Mulliken atomic charge list, values in e, 2 entries: 0.699, 0.587

---

Which structure loses on stability? <b> does.